Formula: C24H44Cl3O7PRuSSi
Source: the Open Molecules 2025 dataset
Level of theory: ωB97M-V/def2-TZVPD

2S+1 = 5
Net charge = +2
LUMO energy (alpha / beta) = -7.3 / -8.8 eV
Energy above the lowest of the compared OMol25 structures with the same formula, charge and spin = 1.633 eV

Each line ends with the Löwdin charge.
Geometry (Å):
Ru1 -0.467 0.172 -0.070  0.81
C1 -1.712 -1.586 -3.964  0.00
C2 -0.726 -0.525 -3.488  -0.60
C3 0.434 -0.327 -4.458  0.00
C4 -1.434 0.802 -3.249  -0.04
O1 -0.211 -0.925 -2.189  -0.27
Si1 0.662 -2.296 -1.855  -0.03
S1 1.012 -1.540 0.198  0.52
O2 -0.108 -3.681 -1.793  -0.12
C5 -1.116 -4.406 -1.046  -0.60
C6 -1.968 -5.107 -2.100  0.00
C7 -0.373 -5.407 -0.168  -0.01
C8 -1.943 -3.448 -0.198  -0.05
O3 1.991 -2.287 -2.703  -0.12
C9 2.980 -3.202 -3.225  -0.61
C10 3.869 -2.357 -4.133  -0.01
C11 2.269 -4.305 -3.994  -0.01
C12 3.773 -3.785 -2.059  -0.01
H1 -2.151 -1.289 -4.912  0.11
H2 -2.510 -1.701 -3.233  0.09
H3 -1.220 -2.544 -4.095  0.09
H4 0.089 0.179 -5.354  0.11
H5 0.870 -1.278 -4.741  0.08
H6 1.206 0.280 -3.994  0.10
H7 -1.877 1.170 -4.169  0.11
H8 -0.720 1.544 -2.887  0.07
H9 -2.223 0.648 -2.510  0.06
H10 -1.329 -5.700 -2.749  0.10
H11 -2.498 -4.379 -2.709  0.08
H12 -2.694 -5.766 -1.635  0.10
H13 0.242 -6.059 -0.779  0.10
H14 -1.076 -6.020 0.387  0.10
H15 0.269 -4.885 0.538  0.09
H16 -2.406 -2.674 -0.810  0.08
H17 -1.310 -2.966 0.550  0.04
H18 -2.725 -3.994 0.319  0.10
H19 3.290 -1.959 -4.962  0.08
H20 4.678 -2.961 -4.533  0.10
H21 4.297 -1.525 -3.580  0.09
H22 1.663 -3.880 -4.791  0.09
H23 1.621 -4.867 -3.328  0.08
H24 2.997 -4.979 -4.433  0.10
H25 4.261 -2.996 -1.494  0.09
H26 4.533 -4.465 -2.432  0.10
H27 3.106 -4.332 -1.397  0.09
Cl1 -1.993 -0.225 7.019  0.85
C13 -2.046 -0.370 5.327  -0.62
C14 -1.044 0.239 4.545  -0.07
C15 -1.087 0.117 3.179  -0.50
Cl2 0.110 0.850 2.179  0.84
C16 -2.135 -0.600 2.495  -0.45
O4 -2.207 -0.688 1.242  -0.12
C17 -3.133 -1.210 3.349  -0.55
Cl3 -4.371 -2.085 2.583  0.85
C18 -3.078 -1.092 4.719  -0.08
H28 -0.251 0.788 5.028  0.13
H29 -3.830 -1.565 5.332  0.13
C19 -4.373 3.535 -2.655  -0.04
C20 -3.927 2.687 -1.478  -0.26
O5 -2.584 3.066 -1.156  -0.25
P1 -1.534 2.315 -0.220  0.64
O6 -1.725 3.012 1.220  -0.29
C21 -2.805 2.766 2.122  -0.28
C22 -3.787 3.923 2.147  -0.04
O7 -0.170 2.958 -0.668  -0.30
C23 -0.006 4.393 -0.891  -0.22
C24 -0.050 4.714 -2.369  -0.05
H30 -5.304 3.150 -3.053  0.09
H31 -3.616 3.500 -3.431  0.08
H32 -4.522 4.568 -2.354  0.09
H33 -3.950 1.625 -1.739  0.11
H34 -4.567 2.849 -0.607  0.11
H35 -2.347 2.647 3.108  0.12
H36 -3.313 1.834 1.851  0.11
H37 -3.293 4.822 2.502  0.09
H38 -4.602 3.685 2.824  0.09
H39 -4.192 4.123 1.160  0.07
H40 0.965 4.644 -0.460  0.13
H41 -0.794 4.914 -0.347  0.12
H42 0.694 4.130 -2.904  0.08
H43 0.181 5.766 -2.513  0.09
H44 -1.037 4.512 -2.780  0.07



Formula: C24H45AlCl5N5O10P2
Source: the Open Molecules 2025 dataset
Level of theory: ωB97M-V/def2-TZVPD

Net charge = +2
LUMO energy = -10.4 eV

Each line ends with the Löwdin charge.
Geometry (Å):
C1 4.540 1.056 3.466  -0.03
C2 4.214 0.146 2.293  -0.21
O1 2.967 0.529 1.689  -0.05
N1 2.436 -0.480 0.893  -0.03
C3 1.541 -1.459 1.637  -0.31
N2 1.556 -2.648 0.844  0.12
C4 0.203 -0.870 2.102  -0.41
C5 -0.643 -2.137 2.455  -0.16
C6 0.022 -3.091 3.451  -0.24
N3 0.122 -4.341 3.237  0.12
P1 0.699 -0.148 3.869  0.93
O2 -0.435 -0.460 4.995  -0.27
O3 1.153 1.429 3.779  -0.27
N4 -0.445 0.063 1.158  -0.11
C7 -1.878 0.183 1.267  -0.59
Cl1 -2.353 0.466 3.010  0.76
C8 -2.664 1.257 0.393  -0.71
C9 -3.779 0.537 -0.410  -0.13
Cl2 -3.520 2.563 1.282  0.71
C10 0.270 0.609 0.003  -0.39
C11 0.345 2.167 0.101  -0.12
C12 -0.315 2.892 1.285  -0.18
C13 0.601 4.020 1.835  -0.23
C14 0.434 5.269 0.967  -0.26
O4 -0.779 5.942 1.165  -0.01
P2 -0.757 -0.019 -1.516  0.81
O5 -0.940 -1.579 -1.037  -0.30
Cl3 0.401 -0.223 -3.254  0.40
C15 1.695 0.017 -0.295  -0.25
C16 2.657 0.825 -1.164  -0.28
C17 4.039 0.537 -1.133  -0.10
C18 4.886 1.264 -1.930  -0.03
C19 4.430 2.267 -2.751  -0.06
N5 3.131 2.540 -2.824  0.14
C20 2.327 1.830 -2.059  -0.17
H1 3.980 0.796 4.359  0.08
H2 5.597 0.878 3.672  0.10
H3 4.452 2.101 3.174  0.09
H4 4.172 -0.874 2.695  0.13
H5 5.067 0.170 1.607  0.12
H6 3.205 -1.114 0.638  0.16
H7 2.115 -1.701 2.536  0.12
H8 0.780 -2.746 0.203  0.08
H9 1.752 -3.488 1.370  0.11
H10 -0.912 -2.693 1.556  0.11
H11 -1.591 -1.880 2.931  0.09
H12 0.391 -2.746 4.415  0.10
H13 -0.281 -4.547 2.317  0.06
H14 -0.736 0.348 5.442  0.08
H15 0.555 2.059 4.214  0.05
H16 -2.374 -0.761 1.053  0.09
H17 -2.088 1.815 -0.337  0.03
H18 -3.472 -0.473 -0.687  0.06
H19 -3.917 1.085 -1.343  0.09
H20 -4.728 0.560 0.116  0.05
H21 -0.104 2.585 -0.808  0.12
H22 1.364 2.560 0.083  0.11
H23 -1.191 3.427 0.922  0.07
H24 -0.675 2.277 2.107  0.07
H25 1.643 3.720 1.900  0.11
H26 0.085 4.327 2.936  -0.06
H27 0.411 4.895 -0.066  0.14
H28 1.285 5.952 1.042  0.13
H29 -1.121 5.815 2.057  0.09
H30 -1.619 -1.935 -1.640  0.08
H31 1.547 -0.957 -0.918  -0.07
H32 4.477 -0.240 -0.518  0.10
H33 5.945 1.041 -1.908  0.13
H34 5.105 2.839 -3.373  0.14
H35 1.274 2.061 -2.168  0.08
C21 -1.644 -5.537 -5.608  -0.07
C22 -2.760 -4.508 -5.597  -0.26
O6 -2.583 -3.476 -4.629  -0.16
C23 -1.426 -2.689 -4.755  -0.33
C24 -1.318 -1.943 -6.074  -0.07
H36 -1.540 -5.998 -4.625  0.08
H37 -1.858 -6.315 -6.339  0.09
H38 -0.679 -5.095 -5.868  0.06
H39 -3.697 -4.998 -5.340  0.13
H40 -2.900 -4.073 -6.591  0.11
H41 -0.527 -3.300 -4.578  0.10
H42 -1.474 -1.963 -3.939  0.04
H43 -1.260 -2.623 -6.922  0.08
H44 -0.422 -1.318 -6.088  0.06
H45 -2.189 -1.305 -6.222  0.09
O7 -7.749 0.137 2.979  -0.27
Cl4 -6.755 1.103 2.629  0.64
O8 -6.324 1.832 3.794  -0.29
O9 -7.288 2.027 1.664  -0.28
O10 -5.606 0.429 2.060  -0.40
Al1 2.552 -1.627 -2.364  0.95
Cl5 0.894 5.130 4.031  0.54



Formula: C24H45BBr3Cl5F5MgN2O16PS
Source: the Open Molecules 2025 dataset
Level of theory: ωB97M-V/def2-TZVPD

Net charge = 0
LUMO energy = -4.0 eV

Each line ends with the Löwdin charge.
Geometry (Å):
C1 0.671 -0.054 2.693  -0.10
C2 0.459 1.336 1.821  -0.14
C3 -0.526 1.163 0.530  -0.22
O1 -0.360 0.002 -0.168  -0.03
O2 -1.489 2.101 -0.029  -0.12
C4 -2.308 2.805 0.952  -0.14
C5 -3.479 1.964 1.689  -0.14
N1 -4.691 1.573 0.884  -0.33
C6 -5.698 1.070 1.941  -0.18
C7 -6.968 0.252 1.374  -0.18
C8 -6.813 -1.341 1.861  -0.07
C9 -7.567 -2.400 0.861  -0.21
F1 -7.615 -3.714 1.600  -0.27
F2 -8.975 -2.009 0.623  0.01
C10 -6.716 -2.724 -0.532  -0.20
F3 -5.285 -3.044 -0.235  -0.01
F4 -7.314 -3.997 -1.080  -0.30
F5 -6.885 -1.637 -1.526  0.01
B1 -5.411 2.721 0.185  -0.58
N2 -6.270 2.612 -1.062  0.14
O3 -5.279 4.067 0.845  0.04
P1 -4.413 0.142 -0.203  0.78
O4 -3.171 -0.915 0.502  -0.31
Br1 -3.653 0.808 -2.258  0.43
H1 0.302 -1.024 2.145  0.08
H2 1.834 -0.184 2.892  0.09
H3 0.090 0.016 3.716  0.08
H4 1.530 1.633 1.389  0.14
H5 0.173 2.181 2.574  0.05
H6 -2.659 3.816 0.420  0.17
H7 -1.592 3.204 1.823  0.14
H8 -3.879 2.640 2.588  0.17
H9 -2.975 1.028 2.229  0.16
H10 -5.159 0.457 2.806  0.17
H11 -6.110 2.051 2.481  0.16
H12 -7.237 0.361 0.246  0.10
H13 -7.931 0.635 1.970  0.14
H14 -7.198 -1.449 2.986  0.16
H15 -5.663 -1.584 1.881  0.11
H16 -7.227 2.238 -0.870  0.09
H17 -6.324 3.609 -1.429  0.12
H18 -6.245 4.314 1.056  0.14
H19 -3.479 -1.127 1.431  0.07
O5 1.304 -4.862 1.375  0.05
C11 0.656 -4.579 0.368  -0.52
O6 -0.026 -3.416 0.298  -0.02
C12 -0.659 -2.909 -0.892  -0.25
C13 -2.047 -3.496 -1.060  -0.07
C14 0.534 -5.561 -0.762  0.02
H20 -0.026 -3.063 -1.771  0.08
H21 -0.743 -1.824 -0.760  0.07
H22 -2.013 -4.582 -1.179  0.08
H23 -2.544 -3.067 -1.934  0.07
H24 -2.656 -3.295 -0.173  0.05
H25 -0.257 -6.280 -0.530  0.10
H26 1.486 -6.091 -0.865  0.09
H27 0.338 -5.100 -1.727  0.06
C15 2.564 -3.751 -5.211  -0.25
C16 1.707 -2.721 -5.871  -0.20
O7 0.412 -3.288 -5.810  -0.16
C17 0.415 -4.176 -4.773  -0.68
O8 -0.582 -4.720 -4.329  0.05
O9 1.680 -4.374 -4.298  0.03
H28 3.415 -3.310 -4.685  -0.14
H29 2.932 -4.503 -5.916  0.13
H30 1.703 -1.770 -5.328  0.08
H31 2.001 -2.536 -6.908  0.13
O10 3.672 -2.568 -0.907  -0.20
H32 3.519 -3.168 -1.653  -0.06
H33 3.083 -2.901 -0.214  0.05
C18 2.747 5.448 1.711  -0.23
C19 3.281 5.091 3.095  -0.18
O11 2.199 5.342 3.989  -0.18
S1 0.794 5.044 3.215  0.69
O12 0.361 3.709 3.564  -0.27
O13 -0.055 6.206 3.346  -0.22
O14 1.391 5.005 1.699  -0.19
H34 2.753 6.532 1.554  0.02
H35 3.314 4.963 0.912  0.14
H36 4.155 5.687 3.371  0.12
H37 3.532 4.027 3.159  0.14
Br2 4.325 -2.069 -3.511  0.28
O15 6.319 -0.098 1.667  0.10
C20 6.903 -0.729 0.786  -0.47
O16 8.200 -1.073 0.936  0.01
C21 8.918 -1.961 0.059  -0.21
C22 9.468 -1.211 -1.138  -0.06
C23 6.213 -1.045 -0.510  -0.09
H38 8.299 -2.817 -0.226  0.12
H39 9.752 -2.365 0.643  0.13
H40 8.668 -0.775 -1.743  0.02
H41 10.058 -1.878 -1.773  0.09
H42 10.103 -0.382 -0.810  0.09
H43 6.278 -0.178 -1.173  -0.10
H44 5.161 -1.261 -0.299  0.09
H45 6.608 -1.924 -1.016  0.08
Mg1 6.125 -0.095 -2.672  0.71
Cl1 -0.775 -1.957 -4.265  0.10
C24 4.325 9.734 1.398  -1.98
Cl2 3.029 10.275 0.302  0.53
Cl3 4.365 7.953 1.437  0.60
Cl4 5.892 10.351 0.816  0.52
Cl5 4.014 10.356 3.039  0.53
Br3 -7.075 -5.590 0.353  0.24



Q: Among the records above, which one has the lowest net charge?
A: C24H45BBr3Cl5F5MgN2O16PS